Entry 1:
{"formula": "C18H21N3OS", "method": "ωB97M-V with the def2-TZVPD basis set", "symbols": ["C", "C", "C", "C", "N", "C", "C", "C", "O", "C", "C", "N", "C", "N", "C", "C", "C", "C", "C", "C", "C", "C", "S", "H", "H", "H", "H", "H", "H", "H", "H", "H", "H", "H", "H", "H", "H", "H", "H", "H", "H", "H", "H", "H"], "coordinates": [[-2.774270, 2.057280, 4.889598], [-3.311473, 0.766976, 4.180977], [-3.068304, 0.796426, 2.686449], [-3.935467, 1.580402, 2.177923], [-4.093493, 1.571171, 0.446691], [-5.240948, 2.168306, -0.122793], [-2.785680, 2.173169, -0.020931], [-2.019659, 0.690810, -0.279347], [-2.536032, -0.371635, -0.282169], [-0.605463, 0.951872, -0.531608], [0.086276, 2.042273, -0.289393], [0.534481, 3.253114, -0.165942], [0.301107, -0.303293, -0.602762], [1.365153, -0.193341, -0.921944], [2.099797, -1.529325, -1.004242], [3.570876, -1.649186, -1.186589], [4.098169, -2.644956, -1.767337], [5.473814, -2.691425, -1.677334], [6.369046, -1.404729, -1.560470], [5.528816, -0.404020, -1.546240], [4.367175, -0.375045, -1.171466], [1.241839, -2.408772, -1.120080], [-0.335454, -2.120428, -0.736695], [-2.845425, 2.081939, 5.949257], [-3.332144, 2.852471, 4.549374], [-1.630394, 2.452433, 4.551055], [-2.486229, -0.042398, 4.777446], [-4.047584, 0.246427, 4.591389], [-1.974244, 1.281078, 2.366477], [-3.087307, -0.281037, 2.390333], [-3.921287, 2.635764, 2.288203], [-5.029287, 1.148324, 2.332664], [-5.326165, 3.270821, 0.209513], [-6.207081, 1.510984, 0.284707], [-5.236347, 1.945608, -1.262833], [-2.367855, 2.848162, 0.429588], [-3.053636, 2.227186, -0.834568], [-3.662992, -0.352623, -0.126697], [3.715204, -3.520725, -1.462579], [6.012987, -3.683290, -1.854193], [7.390803, -1.468258, -1.912455], [6.140163, 0.554198, -1.523525], [3.751167, 0.623541, -0.987899], [1.344405, -3.616481, -1.193967]], "forces_ev_per_a": [[2.41, -0.11, -1.73], [9.22, 0.24, 2.49], [9.98, -6.09, 3.37], [-12.81, 4.47, -8.76], [2.94, -0.56, 3.91], [-2.96, -0.66, 0.54], [-2.83, -14.27, 7.67], [7.41, 11.38, 0.49], [-6.51, -6.82, 0.06], [-3.97, -8.02, 0.70], [4.50, 14.41, 1.31], [-3.39, -9.95, -0.77], [-15.95, -0.23, 2.36], [17.02, -1.07, -2.81], [4.42, 6.80, -0.37], [-3.23, 10.46, 1.13], [4.94, -3.53, 0.47], [6.04, 1.16, -1.40], [-2.17, -9.38, -2.22], [10.77, 6.65, -1.00], [-14.16, 0.10, 3.03], [-3.45, -10.41, -0.08], [-1.90, 2.29, 0.53], [0.09, -0.38, 0.90], [-1.49, 2.13, -0.60], [-2.92, -1.80, 0.90], [-1.59, 1.69, -2.30], [-4.43, -1.18, 1.04], [-2.08, -1.71, 1.37], [-0.06, 0.93, -0.39], [0.16, 0.86, 0.89], [1.76, 1.32, 0.26], [-0.39, -1.41, -1.04], [2.24, 2.01, -0.96], [-0.02, 1.00, 1.80], [4.74, 7.04, 5.02], [-3.64, 3.05, -15.25], [3.44, 1.34, -0.06], [-2.10, -3.79, -0.61], [-0.82, 1.44, 0.34], [-0.02, 0.26, 0.59], [-1.20, -0.37, -0.44], [1.49, -2.36, -0.30], [0.53, 3.09, -0.05]], "e_homo_ha": -0.28551, "charge": 0, "energy_ev": -36341.56175, "smiles": "CCCCN(C)C/C(O)=C(\\C#N)c1nc(-c2ccccc2)cs1"}

---

Entry 2:
{"formula": "C5H6N2Si", "method": "ωB97M-V with the def2-TZVPD basis set", "symbols": ["C", "C", "C", "C", "C", "N", "N", "Si", "H", "H", "H", "H", "H", "H"], "coordinates": [[1.305282, 1.811009, 0.632214], [3.538524, -0.396920, -0.307607], [-1.810784, 2.074434, -1.369619], [-1.614864, 1.389425, -0.413002], [0.547020, -1.082087, 0.790476], [1.189484, 2.927857, 0.868839], [4.446534, -0.423285, -1.064667], [1.789807, 0.105553, -0.100497], [-2.034097, 2.855789, -2.084968], [4.440833, -0.205880, -2.182068], [-1.373852, 0.751696, 0.357573], [0.846013, -1.418558, 1.817831], [-0.421661, -0.558363, 0.953100], [0.537297, -1.962742, 0.065327]], "forces_ev_per_a": [[1.69, -1.56, -1.07], [-1.25, 0.46, 2.30], [-0.41, 1.14, -0.43], [-0.20, 0.48, -1.05], [1.09, -0.53, -0.32], [-0.33, 0.68, 0.38], [1.94, -0.35, -4.12], [-2.89, 0.68, 0.85], [0.20, -0.70, 0.25], [-0.15, 0.05, 2.46], [0.04, -0.66, 1.03], [0.14, 0.14, -0.97], [0.81, -0.77, -0.60], [-0.67, 0.92, 1.28]], "e_homo_ha": [-0.24581, -0.39264], "s2": 2.007, "charge": 0, "spin_multiplicity": 3, "energy_ev": -16132.94461}

---

no.,F_max (eV/A)
1,17.3
2,4.6